[1]
{
  "formula": "C4H10O2",
  "method": "ωB97M-V with the def2-TZVPD basis set",
  "species": ["C", "O", "C", "H", "H", "H", "H", "H", "H", "C", "C", "O", "H", "H", "H", "H"],
  "positions_angstrom": [[-0.6269, -1.2344, -1.6461], [-1.3714, -1.0103, -0.4410], [0.4814, -0.2075, -1.7177], [-1.3214, -1.0797, -2.4801], [-0.2280, -2.2508, -1.7333], [-1.8771, -1.8151, -0.3158], [1.0071, -0.2335, -2.6733], [1.2167, -0.2876, -0.9163], [0.0474, 0.7896, -1.6127], [1.0271, 1.6206, 1.8852], [-0.1154, 0.9880, 1.6136], [-0.4827, -0.2031, 2.1658], [1.2349, 2.6062, 1.4970], [1.5460, 1.3691, 2.8061], [-0.8860, 1.4536, 1.0192], [0.3482, -0.5052, 2.5495]],
  "forces_ev_per_a": [[-0.2, 0.6, -0.2], [0.4, -0.5, -0.4], [0.0, 0.4, 0.0], [0.2, -0.1, -0.2], [-0.1, 0.0, 0.3], [-0.3, 0.0, 0.3], [-0.1, -0.1, 0.0], [-0.1, -0.3, 0.0], [0.0, 0.0, -0.1], [-0.6, 0.3, 0.8], [0.0, 0.5, 0.3], [0.5, 0.6, -0.1], [-0.1, -0.1, -0.2], [0.5, -0.4, -0.4], [-0.1, -0.4, -0.4], [-0.2, -0.5, 0.3]],
  "lumo_ev": 0.9,
  "relative_energy_ev": 1.9360,
  "homo_ev": -8.863,
  "orbital_gap_ha": 0.3606,
  "e_tot_ha": -308.82701,
  "fmax_ev_per_a": 1.01
}


[2]
{
  "formula": "C4H10O2",
  "method": "ωB97M-V with the def2-TZVPD basis set",
  "species": ["C", "C", "C", "O", "C", "O", "H", "H", "H", "H", "H", "H", "H", "H", "H", "H"],
  "positions_angstrom": [[0.7104, 0.9345, -1.1274], [0.0277, 0.1971, 0.0238], [1.0130, -0.6691, 0.8018], [-0.6063, 1.1349, 0.9064], [-1.1508, -0.6448, -0.4783], [-1.8768, -1.1821, 0.6000], [-0.0270, 1.3595, -1.8166], [1.3198, 1.7598, -0.7434], [1.3662, 0.2644, -1.6945], [1.5005, -1.3891, 0.1366], [1.8006, -0.0591, 1.2632], [0.4854, -1.2250, 1.5815], [0.0436, 1.4244, 1.5574], [-1.7908, -0.0029, -1.1059], [-0.7966, -1.4813, -1.0905], [-2.0188, -0.4213, 1.1859]],
  "forces_ev_per_a": [[0.0, 0.0, -0.1], [0.1, -0.2, -0.2], [0.0, -0.1, 0.0], [0.2, 0.2, 0.1], [0.1, 0.0, -0.3], [-0.1, 0.2, 0.1], [0.1, 0.0, 0.1], [0.0, -0.2, 0.0], [-0.1, 0.1, 0.1], [-0.1, 0.1, 0.1], [-0.1, 0.0, -0.1], [0.1, 0.1, -0.1], [-0.1, 0.0, -0.1], [0.1, -0.1, 0.1], [0.0, 0.1, 0.1], [-0.1, -0.3, 0.0]],
  "lumo_ev": 0.8,
  "relative_energy_ev": 0.4574,
  "homo_ev": -10.126,
  "orbital_gap_ha": 0.4021,
  "e_tot_ha": -308.88135,
  "fmax_ev_per_a": 0.34
}


[3]
{
  "formula": "C4H10O2",
  "method": "ωB97M-V with the def2-TZVPD basis set",
  "species": ["C", "C", "C", "O", "C", "O", "H", "H", "H", "H", "H", "H", "H", "H", "H", "H"],
  "positions_angstrom": [[1.5879, -1.4620, 0.4936], [0.2900, -0.9795, -0.1493], [-0.0178, 0.4744, 0.1546], [0.9935, 1.2921, -0.3876], [-1.2807, 1.0091, -0.5237], [-1.5829, 2.2706, -0.3013], [1.7776, -2.5125, 0.2510], [2.4365, -0.8702, 0.1408], [1.5452, -1.3748, 1.5850], [0.3452, -1.1031, -1.2385], [-0.5543, -1.5874, 0.2033], [-0.1146, 0.6341, 1.2401], [0.6830, 2.2066, -0.2790], [-2.3121, 0.2318, 0.1628], [-1.4408, 0.5918, -1.5379], [-2.3557, 1.1791, 0.1860]],
  "forces_ev_per_a": [[0.1, 0.0, 0.0], [-0.1, 0.0, -0.1], [-0.1, -0.2, 0.1], [0.1, 0.2, 0.0], [0.1, 0.0, -0.1], [0.3, 0.4, -0.2], [0.0, 0.2, 0.0], [-0.1, -0.1, 0.0], [0.0, 0.0, -0.1], [0.0, 0.0, 0.1], [0.1, 0.1, 0.0], [0.0, 0.0, -0.1], [0.1, -0.1, -0.1], [0.1, 0.0, -0.1], [-0.1, 0.0, 0.2], [-0.3, -0.4, 0.1]],
  "lumo_ev": 0.5,
  "relative_energy_ev": 4.5400,
  "homo_ev": -9.603,
  "orbital_gap_ha": 0.3730,
  "e_tot_ha": -308.73132,
  "fmax_ev_per_a": 0.53
}


[4]
{
  "formula": "C4H10O2",
  "method": "ωB97M-V with the def2-TZVPD basis set",
  "species": ["C", "C", "C", "O", "C", "O", "H", "H", "H", "H", "H", "H", "H", "H", "H", "H"],
  "positions_angstrom": [[-0.7336, -0.2971, -1.6318], [0.2426, -0.4765, -0.4967], [1.0723, 1.8542, 0.2090], [-0.0382, 0.9798, 0.4497], [-0.3359, -1.4216, 0.5212], [0.3320, -1.1745, 1.7761], [-1.8012, -0.2224, -1.3496], [-0.4847, 0.5679, -2.2579], [-0.6246, -1.1793, -2.2784], [2.0067, 1.3173, 0.3817], [1.0198, 2.1533, -0.8376], [0.9772, 2.7310, 0.8571], [0.1092, 0.5442, 1.3232], [-1.4307, -1.3301, 0.6959], [-0.1354, -2.4416, 0.1626], [-0.1754, -1.6045, 2.4754]],
  "forces_ev_per_a": [[0.0, 0.0, -0.1], [-0.4, 0.0, 0.1], [0.1, 0.2, -0.1], [0.0, -0.2, 0.1], [-0.1, -0.1, -0.2], [-0.1, -0.1, 0.2], [0.2, 0.0, 0.0], [0.0, -0.2, 0.1], [0.0, 0.1, 0.1], [-0.1, 0.1, 0.0], [0.0, 0.0, 0.1], [0.0, -0.1, -0.1], [0.0, 0.1, -0.1], [0.2, 0.1, -0.1], [0.0, 0.2, 0.0], [0.1, 0.1, -0.1]],
  "lumo_ev": 0.8,
  "relative_energy_ev": 4.4349,
  "homo_ev": -7.172,
  "orbital_gap_ha": 0.2926,
  "e_tot_ha": -308.73518,
  "fmax_ev_per_a": 0.39
}


[5]
{
  "formula": "C4H10O2",
  "method": "ωB97M-V with the def2-TZVPD basis set",
  "species": ["C", "C", "O", "C", "C", "O", "H", "H", "H", "H", "H", "H", "H", "H", "H", "H"],
  "positions_angstrom": [[-2.0865, 0.3752, 0.3568], [-0.5953, 0.0787, 0.4574], [-0.4741, -1.2860, 0.7973], [0.1014, 0.3968, -0.8606], [2.1944, 0.1481, -0.3885], [2.2420, -0.9849, 0.3808], [-2.5697, 0.1657, 1.3158], [-2.2701, 1.4215, 0.0913], [-2.5440, -0.2674, -0.4031], [-0.1654, 0.7126, 1.2514], [0.4717, -1.4470, 0.9359], [0.0333, 1.4555, -1.1287], [-0.3100, -0.2308, -1.6612], [2.0351, 0.9998, 0.2785], [1.3360, 0.1542, -1.2517], [2.6013, -1.6921, -0.1715]],
  "forces_ev_per_a": [[-0.1, 0.0, 0.0], [-0.1, 0.3, -0.1], [0.2, -0.1, 0.1], [-0.2, 0.1, 0.0], [-0.1, 0.2, 0.2], [0.2, -0.2, -0.1], [0.1, 0.0, -0.1], [0.1, -0.1, 0.0], [0.1, 0.1, 0.1], [0.0, -0.1, -0.1], [-0.2, -0.1, 0.0], [0.0, -0.1, 0.1], [0.1, 0.1, 0.1], [0.1, -0.1, -0.1], [0.1, -0.1, -0.1], [0.0, 0.1, 0.1]],
  "lumo_ev": 0.9,
  "relative_energy_ev": 4.4251,
  "homo_ev": -8.206,
  "orbital_gap_ha": 0.3331,
  "e_tot_ha": -308.73554,
  "fmax_ev_per_a": 0.35
}


[6]
{
  "formula": "C4H10O2",
  "method": "ωB97M-V with the def2-TZVPD basis set",
  "species": ["C", "O", "C", "C", "C", "O", "H", "H", "H", "H", "H", "H", "H", "H", "H", "H"],
  "positions_angstrom": [[1.8125, 0.9214, -0.0039], [0.5492, 0.4661, 0.3082], [-0.1961, -0.2801, -0.5850], [-0.0083, -1.7681, -0.2961], [-1.6087, 0.2998, -0.3210], [-1.8272, 1.5900, -0.8537], [2.5381, 0.1702, 0.3272], [1.9411, 1.2589, -1.0559], [1.8229, 1.7752, 0.6714], [0.0737, -0.0331, -1.6336], [0.9972, -2.1229, -0.5656], [-0.7268, -2.3418, -0.8790], [-0.1660, -1.9905, 0.7675], [-2.2953, -0.3423, -0.8438], [-1.8922, 0.3205, 0.7500], [-1.1661, 2.1659, -0.4533]],
  "forces_ev_per_a": [[0.4, 0.4, 0.5], [-0.4, 0.5, 0.5], [-0.8, 0.3, 0.1], [-0.3, -0.1, -0.1], [-0.4, -0.9, -0.3], [0.6, 0.1, -0.1], [0.4, 0.3, -0.5], [0.0, -0.4, 0.5], [1.1, 0.3, -0.2], [-0.1, -0.1, 0.3], [-0.2, 0.3, 0.0], [0.0, -0.2, 0.0], [0.0, 0.2, -0.2], [-0.6, -0.3, -0.2], [0.6, -0.4, -0.3], [0.0, 0.1, 0.0]],
  "lumo_ev": 1.0,
  "relative_energy_ev": 1.5058,
  "homo_ev": -9.683,
  "orbital_gap_ha": 0.3928,
  "e_tot_ha": -308.84282,
  "fmax_ev_per_a": 1.18
}


[7]
{
  "formula": "C4H10O2",
  "method": "ωB97M-V with the def2-TZVPD basis set",
  "species": ["C", "C", "O", "C", "C", "H", "H", "H", "H", "H", "H", "H", "H", "H", "H", "O"],
  "positions_angstrom": [[-2.0902, -0.7714, 0.6406], [0.7629, 1.2961, -0.8288], [2.0777, 0.7976, -1.1776], [-0.1306, 0.1069, -0.5467], [-0.9860, 0.2243, 0.4723], [-3.0876, -0.3736, 0.3699], [-1.9470, -1.7594, 0.2383], [-2.1683, -0.9483, 1.7327], [0.9282, 1.9069, 0.0993], [0.2971, 1.8799, -1.6527], [2.4287, 1.3643, -1.8703], [-0.0401, -0.7150, -1.2428], [-0.9529, 1.0688, 1.1417], [0.9410, -1.7216, 1.0696], [2.0783, -0.7788, 0.5279], [1.8887, -1.5767, 1.0267]],
  "forces_ev_per_a": [[-0.7, 0.4, 2.3], [0.7, -0.5, 0.5], [-0.5, 0.3, -0.4], [0.2, 2.0, 0.9], [-0.3, -1.5, -1.8], [0.6, -0.2, -0.2], [0.3, -0.1, -0.7], [-0.2, -0.1, -0.3], [-0.7, -0.2, -0.9], [0.5, -0.1, 0.5], [0.2, -0.1, 0.1], [-0.4, -0.2, 0.0], [0.0, 0.2, 0.0], [0.0, 0.4, -0.2], [-0.3, 0.1, -0.2], [0.5, -0.6, 0.4]],
  "lumo_ev": 0.8,
  "relative_energy_ev": 1.5725,
  "homo_ev": -9.541,
  "orbital_gap_ha": 0.3805,
  "e_tot_ha": -308.84037,
  "fmax_ev_per_a": 2.45
}


[8]
{
  "formula": "C4H10O2",
  "method": "ωB97M-V with the def2-TZVPD basis set",
  "species": ["C", "C", "O", "C", "C", "O", "H", "H", "H", "H", "H", "H", "H", "H", "H", "H"],
  "positions_angstrom": [[-0.2135, 1.4614, 0.8044], [-0.0146, -0.0469, 0.7943], [-1.1419, -0.8000, 1.1685], [0.3135, -0.5831, -0.5950], [1.7559, -0.8678, -0.9153], [-0.4320, -1.4046, -1.2563], [-0.8988, 1.8614, 0.0799], [0.6841, 2.0271, 0.5786], [-0.6990, 1.8067, 1.7836], [0.7457, -0.1713, 1.6030], [-2.7985, 0.2534, 0.4913], [-2.3285, 0.6962, -1.6683], [2.1974, 0.1042, -1.1553], [2.2362, -1.2594, -0.0096], [1.9683, -1.5421, -1.7413], [-1.3744, -1.5352, 0.0375]],
  "forces_ev_per_a": [[-1.4, 1.3, 1.0], [-1.6, 0.0, 0.2], [-1.1, -1.9, -3.1], [0.9, -6.0, -1.6], [0.7, 2.0, -0.2], [0.2, 3.3, 3.2], [-0.6, -0.4, -0.6], [0.5, -0.1, 0.5], [1.1, -0.7, -1.1], [0.3, -0.6, -1.2], [0.1, 0.1, -0.6], [-0.2, -0.1, 0.5], [0.6, -0.1, 0.2], [-0.2, 0.3, -0.1], [-0.6, 0.0, 0.0], [1.2, 2.8, 3.0]],
  "lumo_ev": [-0.3, -0.5],
  "relative_energy_ev": 8.7753,
  "homo_ev": [-9.866, -8.719],
  "orbital_gap_ha": [0.3506, 0.3036],
  "e_tot_ha": -308.57567,
  "fmax_ev_per_a": 6.27
}